#w
Computed, not measured: C6H16O2Tl as an isolated structure, with ωB97M-V with the def2-TZVPD basis set.

Output
LUMO energy	-17.59	eV
2S+1	1
charge	+3
frontier orbital gap	5.88	eV

Each line ends with the Mulliken charge.
Positions of all 25 atoms, in Å:
Tl1 -0.93 -0.32 0.66  1.6747
C1 1.95 1.91 1.47  -1.4754
C2 1.08 0.95 2.30  0.3252
C3 1.15 1.23 3.83  -1.3512
O1 -0.20 1.15 1.78  -0.3820
H1 3.00 1.79 1.71  0.3960
H2 1.81 2.94 1.80  0.5295
H3 1.89 1.78 0.39  0.4251
H4 1.41 -0.08 2.14  0.4061
H5 2.12 0.99 4.26  0.4015
H6 0.44 0.59 4.36  0.4025
H7 0.88 2.28 4.01  0.3826
H8 -0.24 2.06 1.46  0.5766
C4 0.01 -1.75 -2.66  -1.1760
C5 -1.10 -0.93 -2.18  -0.0371
C6 -2.36 -1.19 -3.06  -1.2471
O2 -1.43 -1.38 -0.92  -0.3969
H9 -0.26 -2.80 -2.66  0.4214
H10 0.87 -1.61 -2.00  0.3613
H11 0.36 -1.37 -3.62  0.4260
H12 -0.85 0.13 -2.22  0.4853
H13 -2.05 -1.07 -4.09  0.3911
H14 -3.29 -0.73 -2.72  0.4114
H15 -2.56 -2.26 -2.99  0.4628
H16 -1.70 -2.30 -1.04  0.5866

=====

#x
Computed, not measured: C6H16O2Tl as an isolated structure, with ωB97M-V with the def2-TZVPD basis set.

Output
LUMO energy	-18.37	eV
2S+1	1
charge	+3
frontier orbital gap	3.18	eV

Each line ends with the Mulliken charge.
Positions of all 25 atoms, in Å:
Tl1 0.02 -3.66 -0.33  0.9486
C1 -2.63 -0.05 -1.24  -0.9868
C2 -1.54 -0.12 -2.31  0.4558
C3 -0.56 1.02 -2.30  -0.9274
O1 -0.83 -1.35 -2.13  -0.3164
H1 -2.09 -0.15 -0.27  0.1813
H2 -3.42 -0.79 -1.39  0.3781
H3 -3.12 0.93 -1.25  0.3925
H4 -2.09 -0.27 -3.30  0.3305
H5 -0.07 1.14 -1.33  0.1066
H6 -1.09 1.94 -2.59  0.4057
H7 0.29 0.92 -3.00  0.4281
H8 -0.42 -1.64 -2.98  0.3750
C4 0.64 1.23 2.11  -1.0010
C5 1.41 0.10 1.44  0.1998
C6 2.64 -0.44 2.42  -1.0443
O2 0.64 -1.04 1.22  -0.2281
H9 1.36 2.07 2.10  0.4295
H10 0.41 1.14 3.19  0.4519
H11 -0.30 1.38 1.56  0.3383
H12 1.87 0.34 0.48  0.4015
H13 3.28 0.44 2.61  0.3976
H14 3.20 -1.18 1.85  0.3763
H15 2.29 -0.77 3.40  0.4391
H16 0.11 -1.21 2.05  0.4679

=====

Compare the structures above. Which one is the most stable? #x is.